Here is C7H12N2O4 in the gas phase from the Open Molecules 2025 dataset. Energies are from ωB97M-V with the def2-TZVPD basis set.

**Highest occupied orbital energy**: -8.7 eV
**Energy relative to the best compared isomer or geometry (same formula, charge and spin)**: 408.2 kJ/mol
**Gap between HOMO and LUMO**: 0.34695 hartree

```
! wB97M-V def2-TZVPD RIJCOSX def2/J DEFGRID3
* xyz 0 1
C -0.369 -0.462 -0.293
C 0.771 -0.969 -0.629
C -1.075 0.870 -0.199
C 1.721 1.686 0.458
C 0.925 -2.488 -0.707
C -2.596 -1.125 0.697
C -1.786 -0.491 -0.504
N 1.947 0.979 -0.742
N 2.448 1.193 1.534
O -1.409 1.577 0.953
O -0.835 1.672 -1.256
O 2.046 -0.436 -0.753
O 0.976 2.622 0.569
H 0.191 -3.001 -1.355
H 0.715 -2.904 0.292
H 1.955 -2.632 -0.966
H -2.410 -2.225 0.465
H -3.641 -0.750 0.686
H -2.214 -0.613 1.602
H -2.213 -0.654 -1.458
H 1.442 1.352 -1.602
H 2.372 1.888 2.285
H 3.344 0.713 1.408
H -0.598 2.113 1.060
H -1.707 2.084 -1.544
*
```


Here is a gas-phase ion, C7H12N2O4PS (charge -1) from the Open Molecules 2025 dataset. Energies are from ωB97M-V with the def2-TZVPD basis set.

**Highest occupied orbital energy (alpha / beta)**: -2.9 / -4.6 eV
**⟨S²⟩**: 2.015
**Gap between HOMO and LUMO (alpha / beta)**: 0.22630 / 0.24891 hartree

```
! wB97M-V def2-TZVPD RIJCOSX def2/J DEFGRID3
* xyz -1 3
C 0.118 -0.456 -0.363
C 0.252 -1.225 0.763
C 2.300 -0.034 0.950
C -2.220 -0.684 -1.002
C -1.272 1.649 -0.623
C 1.545 -1.634 2.775
C -0.940 0.185 -1.183
N 1.880 0.640 -0.055
N 1.438 -0.906 1.526
O -0.391 -2.252 1.157
O 3.434 0.114 1.532
O 2.490 2.024 -2.205
O 4.052 1.853 -0.244
P 2.611 2.102 -0.608
S 1.606 3.667 -0.012
H -2.559 -0.756 0.067
H -2.169 -1.698 -1.357
H -2.986 -0.237 -1.637
H -1.957 2.143 -1.331
H -0.432 2.223 -0.452
H -1.798 1.492 0.318
H 1.738 -0.925 3.584
H 0.638 -2.192 2.802
H 2.357 -2.327 2.720
H -0.705 0.230 -2.230
H 1.491 1.820 -2.252
H 4.069 0.514 0.882
*
```


Here is C7H12N2O5 in the gas phase from the Open Molecules 2025 dataset. Energies are from ωB97M-V with the def2-TZVPD basis set.

**Highest occupied orbital energy**: -9.5 eV
**Energy relative to the best compared isomer or geometry (same formula, charge and spin)**: 326.3 kJ/mol
**Gap between HOMO and LUMO**: 0.35306 hartree

```
! wB97M-V def2-TZVPD RIJCOSX def2/J DEFGRID3
* xyz 0 1
C -1.142 -0.561 1.234
C 0.072 -0.896 0.282
C -2.539 -1.072 0.507
C -2.971 -0.353 -0.858
C 1.907 0.228 -0.622
C 3.160 -0.618 -0.400
C 1.889 1.737 -0.609
H -1.365 1.360 0.739
H -0.815 1.007 2.320
H -1.038 -1.174 2.053
H -2.229 -2.102 0.530
H -3.468 -1.061 1.203
H -2.268 1.337 -1.610
H 0.577 0.892 0.870
H 1.610 -0.278 -1.657
H 1.965 2.302 0.437
H 0.822 1.942 -1.014
H 2.704 2.433 -1.179
H 2.143 -2.092 -0.872
N -1.355 0.782 1.555
N 0.979 0.029 0.456
O 0.146 -2.009 -0.274
O -4.006 -0.446 -1.450
O -1.978 0.580 -1.036
O 4.191 0.047 -0.127
O 3.008 -2.015 -0.477
*
```


Here is C7H12N2O5S in the gas phase from the Open Molecules 2025 dataset. Energies are from ωB97M-V with the def2-TZVPD basis set.

**Highest occupied orbital energy**: -9.8 eV
**Energy relative to the best compared isomer or geometry (same formula, charge and spin)**: 620.9 kJ/mol
**Gap between HOMO and LUMO**: 0.36459 hartree

```
! wB97M-V def2-TZVPD RIJCOSX def2/J DEFGRID3
* xyz 0 1
C -1.823 0.952 0.316
C -0.367 0.579 0.594
C -2.659 -0.054 -0.597
C -2.948 -1.255 0.184
C 1.797 0.117 -0.159
C 1.323 -1.265 -0.314
C 2.802 0.099 0.838
H -2.845 2.804 -0.322
H -0.782 2.733 0.101
H -2.542 0.978 1.245
H -3.646 0.456 -0.786
H -2.091 0.032 -1.543
H -1.031 -1.873 -0.318
H 0.350 1.667 -1.008
H 2.515 0.224 -1.074
H 2.742 1.100 1.228
H 2.619 -0.597 1.627
H 4.987 0.850 -0.603
H 1.773 -2.988 -0.062
N -1.761 2.221 -0.511
N 0.777 1.195 -0.079
O -0.240 -0.409 1.270
O -3.984 -1.372 0.932
O -2.115 -2.281 -0.219
O 0.243 -1.518 -0.745
O 2.362 -2.088 -0.167
S 4.544 -0.306 0.173
*
```


Here is C7H12N2S in the gas phase from the Open Molecules 2025 dataset. Energies are from ωB97M-V with the def2-TZVPD basis set.

**Highest occupied orbital energy**: -8.6 eV
**Energy relative to the best compared isomer or geometry (same formula, charge and spin)**: 33.1 kJ/mol
**Gap between HOMO and LUMO**: 0.34562 hartree

```
! wB97M-V def2-TZVPD RIJCOSX def2/J DEFGRID3
* xyz 0 1
N -0.313 -1.266 -1.378
S 0.116 -0.820 -3.942
C 0.307 -0.512 -2.262
N 1.056 0.605 -1.929
C 0.889 1.207 -0.599
C -0.962 0.044 2.122
C -1.378 -0.565 0.769
C 0.485 0.540 1.909
C -0.142 -0.982 0.049
C 0.842 0.109 0.479
H -0.939 -1.601 -3.715
H 1.133 1.273 -2.690
H -0.021 1.814 -0.573
H 1.700 1.885 -0.323
H -0.975 -0.732 2.879
H -1.628 0.867 2.419
H -1.858 0.202 0.165
H -2.031 -1.446 0.902
H 0.612 1.601 2.063
H 1.094 0.040 2.636
H 0.172 -1.919 0.481
H 1.841 -0.345 0.537
*
```


Here is 2 unconnected molecules or ions with the total composition C7H12N3 from the Open Molecules 2025 dataset. Energies are from ωB97M-V with the def2-TZVPD basis set.

**Highest occupied orbital energy**: -13.2 eV
**Energy relative to the best compared isomer or geometry (same formula, charge and spin)**: 697.7 kJ/mol
**Gap between HOMO and LUMO**: 0.34553 hartree

```
! wB97M-V def2-TZVPD RIJCOSX def2/J DEFGRID3
* xyz 1 1
C 4.355 -0.130 1.224
C 3.990 0.882 0.690
C 3.027 -0.994 -1.438
C -3.072 1.173 -0.072
C -3.149 -0.326 0.001
C -2.093 0.459 0.783
C 0.143 0.575 -0.521
N 1.265 -0.037 -0.388
N -0.717 0.268 0.475
N 2.448 0.102 -1.173
H 4.243 -0.985 1.926
H 4.186 1.712 0.055
H 3.903 -0.843 -2.022
H 2.780 -2.013 -1.026
H -2.739 1.417 -1.011
H -3.814 1.800 0.399
H -3.915 -0.806 0.555
H -2.840 -0.931 -0.805
H -2.300 0.471 1.801
H 0.043 1.252 -1.386
H 1.476 -0.686 0.430
H -0.109 -0.186 1.194
*
```


Here is 2 unconnected molecules or ions with the total composition C7H12N3 from the Open Molecules 2025 dataset. Energies are from ωB97M-V with the def2-TZVPD basis set.

**Highest occupied orbital energy (alpha / beta)**: -12.3 / -12.7 eV
**Energy relative to the best compared isomer or geometry (same formula, charge and spin)**: 825.1 kJ/mol
**Gap between HOMO and LUMO (alpha / beta)**: 0.21145 / 0.25769 hartree

```
! wB97M-V def2-TZVPD RIJCOSX def2/J DEFGRID3
* xyz 1 1
C -0.432 0.906 -0.169
C -0.057 2.130 -0.331
C -0.581 -1.493 0.154
C -2.520 -1.739 1.828
C 0.937 -1.037 -1.679
C 2.978 2.808 0.146
C -1.289 -2.376 1.136
N -0.998 -0.108 0.175
N 0.183 -1.758 -0.775
N 0.642 3.095 -0.477
H -3.110 -2.446 2.517
H -3.319 -1.313 1.247
H -2.160 -0.780 2.409
H 1.922 -1.392 -1.620
H 0.524 -1.177 -2.681
H 0.946 -0.014 -1.551
H 3.238 3.375 -0.716
H 2.745 3.210 1.185
H 2.726 1.796 -0.017
H -1.404 -3.384 0.649
H -0.647 -2.404 2.026
H 0.260 4.047 -0.542
*
```


Here is a gas-phase ion, C7H12N3 (charge +1) from the Open Molecules 2025 dataset. Energies are from ωB97M-V with the def2-TZVPD basis set.

**Highest occupied orbital energy (alpha / beta)**: -12.5 / -12.5 eV
**Energy relative to the best compared isomer or geometry (same formula, charge and spin)**: 649.9 kJ/mol
**Gap between HOMO and LUMO (alpha / beta)**: 0.26971 / 0.26957 hartree

```
! wB97M-V def2-TZVPD RIJCOSX def2/J DEFGRID3
* xyz 1 1
C -2.756 -0.205 0.193
C -0.393 -1.345 1.007
C -1.427 -0.172 0.020
C 0.813 0.389 0.046
C 1.252 0.886 1.382
C -0.856 2.105 -0.728
C 0.922 -1.929 -1.090
N -3.894 -0.404 0.315
N -0.589 0.766 -0.245
N 0.824 -1.139 0.166
H -0.844 -2.363 1.009
H 1.505 0.709 -0.819
H 0.689 0.136 2.006
H 0.838 1.889 1.495
H 2.265 0.815 1.441
H -1.861 2.378 -0.577
H -0.273 2.754 -0.227
H -0.689 2.320 -1.777
H 1.216 -2.928 -0.888
H -0.050 -1.768 -1.645
H 1.645 -1.548 -1.705
H 1.662 -1.346 0.621
*
```


Here is a gas-phase ion, C7H12N3 (charge +1) from the Open Molecules 2025 dataset. Energies are from ωB97M-V with the def2-TZVPD basis set.

**Highest occupied orbital energy**: -12.3 eV
**Energy relative to the best compared isomer or geometry (same formula, charge and spin)**: 520.0 kJ/mol
**Gap between HOMO and LUMO**: 0.30587 hartree

```
! wB97M-V def2-TZVPD RIJCOSX def2/J DEFGRID3
* xyz 1 1
C 0.470 1.466 -0.484
C 1.435 0.645 0.029
C 0.414 -1.509 -0.242
C -2.213 -0.477 0.816
C -3.215 0.317 -0.038
C -1.826 0.483 -0.166
C 2.832 1.293 0.078
N 1.389 -0.663 0.262
N -0.890 1.153 -0.742
N 0.605 -2.751 -0.010
H 0.785 2.532 -0.764
H -2.121 -0.100 1.816
H -2.063 -1.557 0.812
H -3.643 -0.156 -0.935
H -3.951 0.973 0.335
H 3.519 1.251 -0.740
H 2.656 2.325 0.266
H 3.421 0.749 0.801
H 2.267 -1.056 0.711
H -1.210 1.695 -1.563
H -0.148 -3.374 -0.560
H 1.487 -3.238 0.319
*
```


Here is 2 unconnected molecules or ions with the total composition C7H12N4O from the Open Molecules 2025 dataset. Energies are from ωB97M-V with the def2-TZVPD basis set.

**Highest occupied orbital energy**: -15.4 eV
**Energy relative to the best compared isomer or geometry (same formula, charge and spin)**: 143.2 kJ/mol
**Gap between HOMO and LUMO**: 0.34021 hartree

```
! wB97M-V def2-TZVPD RIJCOSX def2/J DEFGRID3
* xyz 2 1
C 0.845 -0.439 -0.143
C 1.876 -1.010 -0.430
C -0.119 1.599 0.251
C 2.286 1.841 0.162
C -0.324 0.328 0.000
C -4.017 0.077 0.562
C 3.197 -1.760 -0.431
N 1.150 2.066 0.358
N -3.886 -1.135 0.511
N -4.805 0.549 -0.692
N 4.340 -0.879 0.153
O 3.430 1.598 0.090
H -0.751 2.535 0.288
H -1.270 -0.236 -0.188
H -3.674 0.867 1.209
H 3.477 -2.075 -1.515
H 2.906 -2.652 0.080
H -3.594 -1.637 1.362
H -4.288 1.312 -1.067
H -5.581 1.024 -0.242
H -4.969 -0.194 -1.336
H 4.404 -1.109 1.155
H 4.164 0.257 0.148
H 5.203 -0.929 -0.287
*
```